Run A
This record from OMol25 describes a single C4H11N2O molecule. The level of theory is ωB97M-V/def2-TZVPD.

As for the spin multiplicity: 2. The calculation puts the LUMO energy (alpha / beta) at 0.9 / -2.2 eV. The highest occupied orbital energy (alpha / beta) comes out at -8.6 / -8.5 eV.

Atoms and positions in Å:
C (0.360, 1.105, 1.170)
N (0.952, -0.222, 1.099)
C (1.849, -0.853, -0.132)
O (1.571, -2.055, -0.418)
C (-0.722, 1.344, 0.100)
N (-1.413, 0.113, -0.245)
C (-2.269, 0.240, -1.408)
H (-0.096, 1.169, 2.151)
H (1.119, 1.883, 1.063)
H (1.523, -0.373, 1.923)
H (1.803, -0.110, -0.929)
H (2.766, -0.764, 0.489)
H (-1.385, 2.110, 0.509)
H (-0.257, 1.712, -0.823)
H (-0.718, -0.598, -0.349)
H (-1.744, 0.700, -2.234)
H (-2.570, -0.754, -1.719)
H (-3.196, 0.729, -1.119)

=====

Run B
This record from OMol25 describes a single C4H11N2O molecule. The level of theory is ωB97M-V/def2-TZVPD.

As for the spin multiplicity: 2. The calculation puts the LUMO energy (alpha / beta) at 1.0 / -1.5 eV. The highest occupied orbital energy (alpha / beta) comes out at -9.0 / -9.0 eV.

Atoms and positions in Å:
C (0.661, -0.693, 0.201)
C (0.846, 0.622, 0.940)
C (0.048, 0.549, 2.254)
O (0.036, 1.678, 3.015)
N (-0.685, -0.922, -0.360)
C (-0.791, -0.783, -1.808)
N (-0.452, 0.483, -2.433)
H (1.328, -0.692, -0.662)
H (0.953, -1.545, 0.809)
H (1.884, 0.700, 1.281)
H (0.632, 1.540, 0.392)
H (-1.026, 0.342, 2.064)
H (0.376, -0.313, 2.844)
H (-1.334, -0.272, 0.068)
H (-0.271, -1.621, -2.269)
H (-1.844, -0.975, -2.028)
H (-0.907, 1.258, -1.965)
H (0.547, 0.644, -2.344)

=====

Run C
This record from OMol25 describes 3 unconnected molecules or ions with the total composition C4H11N2O. The level of theory is ωB97M-V/def2-TZVPD.

As for the spin multiplicity: 2. The calculation puts the LUMO energy (alpha / beta) at -1.1 / -1.1 eV. The highest occupied orbital energy (alpha / beta) comes out at -8.2 / -8.1 eV.

Atoms and positions in Å:
O (-0.076, 1.199, 0.066)
C (0.125, 0.421, -1.145)
N (-0.383, -0.841, -1.294)
C (1.601, 0.353, -1.517)
N (1.576, -0.191, -2.754)
C (-1.894, 0.019, 2.852)
C (-0.807, -0.360, 2.097)
H (-0.223, 1.032, -1.948)
H (-1.351, -1.088, -1.330)
H (2.083, -0.328, -0.862)
H (2.022, 1.337, -1.347)
H (0.154, -1.154, -2.179)
H (2.493, -0.280, -3.104)
H (-1.988, 0.991, 3.507)
H (-2.515, -0.810, 3.115)
H (-0.420, 0.535, 1.019)
H (0.389, 0.575, 2.987)
H (-0.787, -1.411, 1.835)

=====

Ranked by calculated energy, most stable first: run B, run A, run C.

=====

Run A
This record from OMol25 describes a molecular structure, C3H9N2O2. The level of theory is ωB97M-V/def2-TZVPD.

The calculation puts the LUMO energy at -3.1 eV. The highest occupied orbital energy comes out at -15.2 eV. The charge is +1.

Atoms and positions in Å:
C (0.330, 1.061, 0.434)
C (0.685, -0.942, 0.391)
C (-1.812, -0.460, -0.418)
N (1.345, 0.220, 0.874)
N (-0.303, -0.072, -0.347)
O (0.695, 2.134, -0.314)
O (1.345, -1.819, -0.269)
H (-0.403, 1.389, 1.125)
H (0.082, -1.551, 1.377)
H (-2.300, -0.255, 0.478)
H (-2.419, -0.033, -1.202)
H (-1.850, -1.555, -0.607)
H (2.184, 0.329, 0.302)
H (0.049, 0.208, -1.312)
H (0.069, 2.913, -0.218)
H (2.303, -1.567, -0.295)

=====

Run B
This record from OMol25 describes a molecular structure, C3H9N2O2. The level of theory is ωB97M-V/def2-TZVPD.

The calculation puts the LUMO energy (alpha / beta) at -8.4 / -8.5 eV. The highest occupied orbital energy (alpha / beta) comes out at -14.0 / -13.9 eV. The charge is +1.

Atoms and positions in Å:
C (-2.509, 1.512, -1.617)
C (-1.255, 1.362, -0.882)
C (1.977, 0.372, 0.451)
N (-0.687, 2.416, -1.207)
N (0.678, -2.628, 1.474)
O (-1.815, 2.665, -2.004)
O (0.625, -0.036, 0.503)
H (-2.367, 0.795, -2.369)
H (-3.602, 1.632, -1.366)
H (2.555, -0.329, -0.263)
H (2.484, 0.279, 1.350)
H (1.681, 1.313, 0.125)
H (1.127, -3.515, 1.452)
H (0.947, -2.257, 2.406)
H (-0.270, -2.604, 1.344)
H (0.431, -0.977, 0.601)

=====

Run C
This record from OMol25 describes 2 unconnected molecules or ions with the total composition C3H9N2O2. The level of theory is ωB97M-V/def2-TZVPD.

The calculation puts the LUMO energy at -5.1 eV. The highest occupied orbital energy comes out at -14.3 eV. The charge is +1.

Atoms and positions in Å:
C (-1.431, 1.627, 0.053)
C (2.407, 0.417, 1.407)
C (-0.462, -2.203, -0.885)
N (-0.359, 1.202, -0.791)
N (-0.054, -0.032, -1.033)
O (1.665, 0.510, 0.383)
O (-0.875, -0.891, -0.507)
H (-2.445, 1.216, -0.335)
H (-1.400, 2.643, 0.182)
H (-1.349, 1.171, 1.016)
H (3.529, 0.370, 1.323)
H (0.122, 1.916, -1.374)
H (1.898, 0.339, 2.351)
H (-1.036, -2.510, -1.806)
H (-0.590, -3.039, -0.177)
H (0.652, -2.309, -1.019)

=====

Ranked by calculated energy, most stable first: run A, run C, run B.

=====

Run A
This record from OMol25 describes 2 unconnected molecules or ions with the total composition C3HNO3S. The level of theory is ωB97M-V/def2-TZVPD.

The calculation puts the LUMO energy at 6.2 eV. The highest occupied orbital energy comes out at 1.5 eV. The charge is -2.

Atoms and positions in Å:
C (0.177, 0.489, -1.605)
C (1.094, 3.010, -2.984)
C (1.611, -0.733, 0.316)
N (0.572, -0.046, -0.302)
O (-0.989, 0.910, -1.659)
O (0.533, 3.728, -2.250)
O (1.579, -0.907, 1.530)
S (2.778, -1.409, -0.744)
H (0.007, 0.325, 0.579)

=====

Run B
This record from OMol25 describes 2 unconnected molecules or ions with the total composition C3HNO3S. The level of theory is ωB97M-V/def2-TZVPD.

The calculation puts the LUMO energy at 6.4 eV. The highest occupied orbital energy comes out at 1.2 eV. The charge is -2.

Atoms and positions in Å:
C (0.067, 1.210, 0.210)
C (2.380, -0.017, -0.457)
C (-0.973, -1.090, -0.091)
N (-1.000, 0.277, -0.049)
O (-0.429, 2.429, 0.183)
O (3.323, 0.179, 0.220)
O (-2.007, -1.802, -0.161)
S (0.596, -1.763, 0.070)
H (-1.956, 0.578, 0.076)

=====

Ranked by calculated energy, most stable first: run A, run B.